# C19H25N2O6

A 2-piece molecular cluster, C19H25N2O6 overall at a distorted geometry (ωB97M-V/def2-TZVPD, OMol25).

XYZ file:
```
52
Properties=species:S:1:pos:R:3:forces:R:3
C -0.849927 1.579783 4.627570 -0.014 0.028 -0.087
C -0.093440 1.456579 3.705130 0.109 0.630 0.158
C 0.664079 1.637389 2.511504 -0.295 -0.436 -0.051
C 0.070638 1.417518 1.283058 -0.049 0.023 -0.307
C 0.789639 1.623619 0.102737 -0.113 -0.407 0.740
C 0.226836 1.458889 -1.292300 0.196 0.524 -0.694
O 0.462601 2.314697 -2.096570 0.040 -0.316 0.216
O -0.440954 0.346812 -1.692068 0.112 0.511 0.234
N -1.147791 -0.298340 -0.643509 -0.391 -0.857 0.631
C -2.551874 0.115172 -0.621410 -0.054 0.564 -0.410
C -0.965663 -1.717413 -0.836744 0.522 -0.604 -0.403
C 0.438320 -2.230094 -0.593846 0.191 1.010 -0.032
O -1.871754 -2.442949 -1.132572 -0.181 0.319 0.376
C 2.106470 2.064947 0.207118 -0.623 -0.173 -0.398
C 2.674801 2.258473 1.445991 0.827 0.332 -0.070
C 4.097055 2.733982 1.589817 -0.264 -0.135 0.087
C 5.112005 1.556097 1.692110 -0.498 0.363 0.372
O 4.435939 0.338980 1.450005 0.423 -0.074 -0.296
C 5.311770 -0.627164 0.834335 0.025 -0.001 0.021
C 6.537125 -0.952084 1.688257 0.003 0.368 -0.392
N 1.954870 2.039478 2.560433 -0.116 -0.098 -0.404
H -1.557493 1.751329 5.409198 0.109 -0.228 0.065
H -0.956806 1.094522 1.258150 0.049 0.026 0.100
H -2.999305 -0.185651 0.326994 0.086 -0.161 -0.101
H -3.148641 -0.278565 -1.446022 0.182 -0.012 0.134
H -2.568111 1.208770 -0.670608 -0.034 -0.094 0.039
H 1.135950 -1.389111 -0.515734 -0.031 -0.147 -0.027
H 0.459547 -2.742856 0.369385 -0.088 -0.206 -0.178
H 0.768759 -2.870855 -1.408112 -0.171 -0.190 0.153
H 2.656268 2.258170 -0.705093 0.151 0.044 0.191
H 4.325613 3.343367 0.715434 -0.051 0.009 0.086
H 4.158311 3.382442 2.468816 0.119 -0.026 -0.101
H 5.910911 1.743619 0.970092 0.017 -0.192 0.037
H 5.532825 1.559303 2.703207 0.175 -0.075 -0.155
H 5.594042 -0.224781 -0.147589 0.122 -0.118 0.078
H 4.723614 -1.527361 0.653667 -0.170 0.162 0.177
H 7.336054 -0.223707 1.525173 -0.078 -0.007 0.096
H 6.942675 -1.920527 1.393721 -0.084 -0.019 0.202
H 6.274450 -0.931749 2.747120 0.018 -0.292 -0.053
H 2.405468 2.184886 3.457849 -0.146 -0.047 0.012
O -5.812140 -1.098886 -0.258903 0.268 0.098 -0.039
C -5.926050 -1.308203 -1.431384 -0.340 0.002 0.279
O -5.132189 -0.714194 -2.357745 -0.058 -0.039 -0.085
C -5.567789 -1.072567 -3.683839 -0.038 -0.087 -0.226
C -6.343720 -2.369046 -3.508167 -0.118 -0.109 0.012
C -6.942465 -2.197153 -2.114406 0.323 -0.166 -0.389
H -6.189024 -0.263440 -4.072878 -0.006 0.001 0.037
H -4.697643 -1.190174 -4.325738 0.086 0.112 0.124
H -7.080437 -2.535807 -4.291312 0.011 0.072 -0.004
H -5.654502 -3.214858 -3.508670 0.004 0.023 -0.022
H -7.899971 -1.674992 -2.140179 -0.019 -0.022 0.097
H -7.045503 -3.140047 -1.585232 -0.137 0.120 0.173
```
Positions in Å, forces in eV/Å.

Computed properties:
Net charge: +1
Highest occupied orbital energy in Eh: -0.44187
Orbital gap in eV: 7.5